Record 1
# C49H53N10O4P

A cluster of 10 separate species, C49H53N10O4P in total (ωB97M-V/def2-TZVPD, the OMol25 dataset).

```
! RIJCOSX wB97M-V def2-TZVPD def2/J DEFGRID3
* xyz 0 1
C 1.0090 4.8554 -0.9438
N 0.0611 -7.9740 -2.4020
H 2.2267 -0.0665 3.0031
C -2.1466 -0.8539 2.4388
C 2.4029 11.0882 -1.8859
C -7.2327 -0.7095 -2.8718
O 0.1588 -2.6387 0.3354
H -0.4802 -1.5829 -6.5048
P -3.2509 0.0564 1.1565
C -0.3876 3.4705 3.9251
H 2.8670 4.7246 0.1386
C 4.5090 5.4048 2.9771
H 1.9659 -7.4298 -1.8276
C 0.7776 0.0252 -3.7948
C -7.6849 -2.4563 -4.4282
C -1.4434 -0.0248 -5.3770
H 0.1439 -13.3862 0.6165
H -7.2378 -4.4336 -3.6809
C -0.1273 -10.8826 -1.4591
C 3.3038 0.0377 2.9067
H -2.4999 1.6696 -0.3274
H 6.3913 5.4961 4.0142
C 3.3545 10.0758 -1.8221
H -1.1682 -10.8183 -3.3404
H -5.5317 -0.8889 0.2411
C 5.5256 -0.7945 3.1290
H 6.2249 -1.5763 3.4106
N -6.8037 -1.5721 -1.9251
O -1.9603 -3.1386 1.6155
H 2.0041 3.8050 6.3083
C 0.5408 -5.9415 -1.1911
H 2.9368 7.8074 1.4264
C -6.8219 -2.8838 -2.2485
H 1.3709 4.7070 4.0646
C -2.6216 -2.3973 2.7215
N 3.5428 6.0220 2.2624
C 5.8123 7.3919 3.1546
C 0.9238 -7.1245 -1.8026
C 5.9895 0.4104 2.6118
H 2.5648 2.2968 0.6516
C 4.1565 -0.9880 3.2817
C 0.7241 -0.8686 -4.8591
H -0.3178 1.5690 -2.7616
C -4.3692 -1.1430 0.1770
H -8.0269 -2.7995 -5.4002
C 0.7886 9.5362 -1.0713
C 0.3061 2.4857 6.3720
H -1.2359 -14.5147 -1.1338
H 6.6935 7.9239 3.5012
H -1.9061 -13.1992 -3.1510
C -1.3041 -12.7439 -2.3700
C -0.3103 0.8564 -3.5812
N 3.7243 1.2186 2.4035
H 3.7632 -1.9154 3.6823
N -0.8141 2.0018 5.7929
H 0.2188 -9.8540 -1.5002
H -4.2746 -2.2730 0.4775
C 5.0591 1.3783 2.2686
N -0.2837 2.8227 -1.1002
C 0.6825 2.2055 -0.3855
H 0.5442 2.0622 7.3438
H 4.3372 4.3503 3.1728
H 1.2769 -5.2982 -0.7224
C -0.9340 -13.4799 -1.2491
C -7.2472 -3.3694 -3.4746
H -1.1464 -4.6847 -0.7283
H -1.9048 -0.1411 3.3553
C -1.7212 -6.4583 -1.8076
N -2.4074 -3.0275 4.0813
H -0.8897 4.6081 -1.9362
C -0.8086 -5.6046 -1.1965
C -7.6798 -1.0989 -4.1242
H -1.4031 -3.2722 4.2603
H 3.6581 8.0020 -1.3141
H -2.7795 -6.2241 -1.8293
O -0.7762 -0.9788 1.8397
H -2.0415 2.1030 4.1384
C 4.8354 8.0547 2.4188
H 0.3279 11.5838 -1.5434
C 1.9859 4.1925 -0.2080
C 5.6488 6.0409 3.4421
C -0.8080 -2.3133 1.2205
H -1.9159 -8.3216 -2.8759
H 1.6454 0.0732 -3.1468
H 5.3716 2.3365 1.8639
H -2.8906 -3.9723 4.0223
H -8.0151 -0.3621 -4.8453
H 2.6797 12.0806 -2.2297
H 7.0500 0.5919 2.4795
H 0.5108 1.1510 -0.1898
H -3.8035 -2.3050 2.6794
H -7.2062 0.3389 -2.5882
H -4.1020 -1.0396 -0.9813
O -2.1650 0.7470 -0.0483
C -1.1360 2.5068 4.5818
H -2.3462 -0.0067 -5.9811
C 3.7284 7.3340 2.0004
C -0.0980 4.1347 -1.3622
H 4.3838 10.2555 -2.1110
C 1.0930 10.8166 -1.5046
C 1.8224 2.8416 0.0796
C -0.4073 -0.8976 -5.6679
H 1.5572 -1.5368 -5.0570
H 4.9335 9.1071 2.1777
H 1.1071 5.9078 -1.1849
C -0.8955 -11.4189 -2.4801
H -0.6921 3.8383 2.9518
C -1.2427 -7.6211 -2.3897
C 1.1164 3.4512 5.7964
H -6.4741 -3.5567 -1.4701
C 0.7596 3.9504 4.5480
N 1.6898 8.5327 -1.0002
C -0.1673 -12.8550 -0.2787
N -1.4212 0.8525 -4.3501
C 2.9532 8.8257 -1.3787
H -0.2190 9.2757 -0.7596
N 0.2459 -11.5715 -0.3584
*
```

## Properties
LUMO, Eh: 0.0186
SMILES: CP(O)[C@@H]1OC(=O)O[C@H]1N.c1ccncc1.c1ccncc1.c1ccncc1.c1ccncc1.c1ccncc1.c1ccncc1.c1ccncc1.c1ccncc1.c1ccncc1
HOMO, eV: -8.23
Relative energy (zero: lowest compared OMol25 entry of this formula, charge and spin), eV: 3.093
HOMO-LUMO gap, hartree: 0.3209

Löwdin atomic charge list, values in e, 5 entries: number 1, C, carries -0.069; number 2, N, carries 0.025; number 3, H, carries 0.104; number 4, C, carries -0.333; number 5, C, carries -0.078

Record 2
# C49H54BrN8O3PPb

A structure of composition C49H54BrN8O3PPb (ωB97M-V/def2-TZVPD, the OMol25 dataset).

```
! RIJCOSX wB97M-V def2-TZVPD def2/J DEFGRID3
* xyz -2 1
H -0.6245 -5.7028 -1.5848
H -2.1839 -3.9142 -3.2172
C -5.6925 -3.7365 -3.9849
H 4.3213 1.1960 1.4877
C 3.8452 -0.2961 -2.0234
H 1.7288 -1.5620 -3.8766
C 2.5583 3.3371 -2.7017
C -3.1387 3.9300 -2.0415
C -2.1359 2.8388 2.2985
H -0.2066 -6.0645 0.8219
H 6.2469 2.5539 0.7234
C -4.6551 2.1747 -2.9575
C -1.1609 -2.5473 -0.4877
C 5.3449 -0.6669 1.3756
C 3.1203 2.1021 3.9056
H -2.8379 2.4281 1.5921
H -4.3967 -4.6298 -1.1690
H -1.0121 -1.8897 1.5573
H 0.4526 0.0049 4.2431
C -1.1990 3.3770 -0.7622
C -2.6016 -0.9468 -1.3794
N 5.3267 5.3791 -3.4353
Pb 0.2535 0.7588 0.5200
C 7.5263 0.8481 0.4500
N -3.6127 -1.9360 -1.5630
H -6.3602 -4.5930 -3.9850
H 0.0997 -1.6775 3.8719
C -2.0226 4.3364 -1.3244
C -5.0776 -3.3766 -2.7944
H -4.3648 -1.4269 -6.0630
H -2.2848 -2.1489 5.6330
H 0.3034 -0.8747 -3.0475
C -0.1825 -0.8429 4.5202
C -1.6639 -0.4639 4.3082
C -2.0178 0.6127 5.3773
H 8.3614 1.4234 0.0696
H -1.0011 4.3089 4.8250
H 3.9532 1.4399 3.7197
C -1.4109 1.9900 -0.8544
H 4.6173 -0.6354 -1.3308
C -5.4684 -3.0393 -5.1662
C -4.2008 -2.2783 -2.7819
H 1.3877 4.4265 5.1315
H -3.5898 -1.4102 4.6596
H 8.5350 -1.0430 0.2503
C 2.5795 -2.7235 -1.5103
C -5.3160 -4.1512 -1.5265
H 0.8193 2.1412 -2.4709
C -2.3496 3.7235 3.3035
C -4.5853 -1.9691 -5.1506
C 2.9414 2.9600 0.0078
H 1.7364 -3.2898 -1.1118
H -5.4122 1.6997 -2.3209
H 0.0276 -1.1200 5.5624
H -6.0572 -4.9334 -1.6884
N -1.4727 -1.2218 -0.8817
H 3.7318 3.5336 5.5117
C 3.8408 3.7400 -0.7074
H 3.4343 -2.9096 -0.8603
O -1.9116 -0.0112 3.0531
H -1.2569 -2.4149 -3.1781
C -0.4839 -5.0805 0.4618
H 1.5971 0.1919 -3.5889
C 6.3426 1.4769 0.8163
H -4.4194 1.4791 -3.7692
H -2.4023 -2.4638 3.8807
H -5.1178 3.0560 -3.4031
H -0.3311 3.7249 -0.2066
C 3.0348 3.1269 4.7989
N 1.7604 3.6295 4.6513
C -0.9117 -2.7478 0.8774
H 3.8464 0.7981 -2.0298
H -1.2972 1.4422 5.3210
H -5.6716 -3.4970 -0.7249
H 3.1153 2.8343 1.0706
N -1.1246 3.8952 3.9202
C 6.5467 -1.2677 1.0195
C 7.6285 -0.5320 0.5476
C -0.7213 -4.8756 -0.8864
H 4.6906 4.2062 -0.2209
C 1.6778 2.5689 -1.9573
H 4.0737 -0.6647 -3.0285
N 1.9414 1.9734 3.2123
C 1.3892 -0.7972 -3.1698
O 4.1399 -2.1492 2.7768
C 4.0728 -1.4357 1.7693
H 2.8071 -3.0547 -2.5275
H -3.7960 4.6607 -2.5045
H -5.9695 -3.3316 -6.0810
C -0.2419 3.0866 3.2698
C -2.5641 1.6317 -1.5703
N -3.0407 0.2917 -1.7492
C 5.2705 0.7229 1.2608
H -0.4316 -3.9547 -3.4097
H -3.9935 0.2572 -2.0591
H -1.9946 0.2070 6.3991
H -3.0183 1.0021 5.1647
H -3.2333 -0.7826 -3.9867
H -0.3756 -4.1544 2.3969
C 4.5872 4.7330 -2.8327
P 2.1962 -0.9170 -1.4708
Br 6.7628 -3.1621 1.0943
C 1.8313 2.3349 -0.5782
C -3.4254 2.5827 -2.1753
H -1.8007 5.3931 -1.2101
C -1.2487 -3.4606 -2.8781
C -3.9521 -1.5925 -3.9748
N -0.8158 2.4657 2.2802
C 3.6586 3.9307 -2.0762
H 2.4059 3.4923 -3.7643
C -0.5756 -4.0071 1.3425
C -2.5350 -1.7078 4.6554
C 1.1457 2.8975 3.6792
O 3.1070 -1.1774 1.0023
H -3.4711 -2.7110 -0.9324
H -3.2356 4.2318 3.6446
C -1.0584 -3.6173 -1.3885
*
```

## Properties
LUMO, Eh: 0.1396
HOMO, eV: -1.47
HOMO-LUMO gap, hartree: 0.1936

Löwdin atomic charge list, values in e, 5 entries: number 1, H, carries 0.104; number 2, H, carries 0.074; number 3, C, carries -0.068; number 4, H, carries 0.080; number 5, C, carries -0.260